{"formula": "C43H42P2Pt", "method": "ωB97M-V/def2-TZVPD", "symbols": ["Pt", "P", "P", "C", "C", "C", "C", "C", "C", "C", "C", "C", "C", "C", "C", "C", "C", "C", "C", "C", "C", "C", "C", "C", "C", "C", "C", "C", "C", "C", "C", "C", "C", "C", "C", "C", "C", "C", "C", "C", "C", "C", "C", "C", "C", "C", "H", "H", "H", "H", "H", "H", "H", "H", "H", "H", "H", "H", "H", "H", "H", "H", "H", "H", "H", "H", "H", "H", "H", "H", "H", "H", "H", "H", "H", "H", "H", "H", "H", "H", "H", "H", "H", "H", "H", "H", "H", "H"], "xyz": [[0.048, 0.020, 4.748], [0.115, -2.353, -4.665], [2.113, 0.433, -4.922], [1.180, 2.855, -3.726], [-0.552, 2.197, 4.621], [1.333, 3.946, -2.863], [-2.377, -2.411, -0.744], [-1.972, -3.314, -2.958], [2.722, 1.208, -6.510], [3.059, 0.946, -8.906], [2.053, 0.206, 4.394], [3.512, 3.076, -7.846], [2.170, 1.868, -3.784], [1.205, -0.649, 10.133], [-0.515, -1.585, -2.061], [3.454, 2.287, -8.996], [-1.948, -3.181, -6.483], [-1.256, -1.578, -0.877], [1.155, -0.569, 11.524], [3.438, 3.037, -2.076], [2.694, 0.409, -7.670], [2.458, 4.036, -2.036], [0.223, -0.213, 7.916], [-0.212, -4.791, -5.961], [-0.414, -0.747, -5.321], [0.357, 0.374, -5.345], [-2.036, -5.411, -7.427], [-0.884, -2.442, -3.117], [-1.462, 1.317, 2.371], [-0.359, 1.717, 3.309], [0.287, -0.236, 6.675], [-0.949, 0.493, 9.988], [-2.575, -4.130, -7.298], [-2.111, -0.386, 4.175], [-0.852, -5.739, -6.756], [-2.169, -0.030, 5.527], [-1.881, 2.503, 5.252], [-0.995, 0.574, 11.386], [-2.596, 0.498, 3.046], [0.057, 0.043, 12.146], [3.298, 1.952, -2.938], [-0.772, -3.507, -5.796], [-2.469, 1.330, 6.085], [0.157, -0.131, 9.338], [3.168, 2.533, -6.603], [-2.727, -3.278, -1.782], [0.572, 4.727, -2.846], [2.305, 1.271, 4.368], [3.813, 4.124, -7.909], [-2.245, -4.005, -3.755], [-2.034, 1.379, 7.093], [4.321, 3.106, -1.438], [-2.968, -2.381, 0.175], [-0.056, 1.308, -5.755], [-2.174, -1.462, 3.959], [-0.423, -6.735, -6.856], [2.543, -0.269, 5.250], [0.720, -5.030, -5.452], [0.584, 1.979, 2.823], [0.343, -0.921, -2.177], [-1.735, 3.353, 5.938], [2.573, 4.887, -1.363], [2.060, -1.112, 9.626], [0.024, 0.105, 13.227], [-1.760, 0.908, 9.383], [-3.487, -3.856, -7.830], [-3.596, -3.931, -1.679], [0.314, 2.680, 5.096], [3.716, 2.713, -9.965], [-3.556, 1.470, 6.211], [3.222, 3.152, -5.709], [-2.213, -0.847, 6.263], [-3.403, 1.159, 3.400], [-0.961, -0.923, -0.056], [2.391, -0.267, 3.463], [-3.038, -0.163, 2.283], [-2.393, -2.197, -6.384], [-1.888, 2.197, 1.866], [1.977, -0.981, 12.124], [4.055, 1.168, -2.978], [2.368, -0.628, -7.600], [-1.032, 0.688, 1.576], [-2.532, -6.152, -8.056], [0.296, 2.787, -4.356], [3.022, 0.322, -9.799], [-1.446, -0.689, -5.690], [-1.853, 1.057, 11.874], [-2.597, 2.837, 4.490]], "lowdin_charge": [1.26, 1.13, 1.12, -0.09, -0.23, -0.06, -0.06, -0.06, -0.35, -0.06, -0.29, -0.06, -0.41, 0.00, -0.09, -0.05, -0.09, -0.07, -0.03, -0.07, -0.10, -0.06, 0.01, -0.10, -0.30, -0.33, -0.05, -0.35, -0.17, -0.23, -0.11, 0.01, -0.06, -0.25, -0.06, -0.22, -0.17, -0.03, -0.17, -0.02, -0.10, -0.39, -0.17, -0.21, -0.07, -0.06, 0.11, 0.00, 0.12, 0.11, 0.09, 0.11, 0.11, 0.09, 0.11, 0.12, -0.01, 0.10, 0.12, 0.10, 0.13, 0.11, 0.13, 0.12, 0.11, 0.12, 0.12, 0.12, 0.12, 0.14, 0.10, 0.12, 0.12, 0.09, 0.00, 0.11, 0.09, 0.14, 0.13, 0.11, 0.10, 0.09, 0.12, 0.10, 0.12, 0.08, 0.13, 0.11], "s2": 6.043, "total_charge": 2, "fmax_ev_per_a": 2.3, "lumo_ev": [-4.254, -8.187], "relative_energy_kcal_mol": 3.8, "spin_multiplicity": 5, "e_homo_ev": [-11.13, -12.55]}

{"formula": "C4H4IrO2", "method": "ωB97M-V/def2-TZVPD", "symbols": ["Ir", "O", "O", "C", "C", "C", "C", "H", "H", "H", "H"], "xyz": [[-2.442, 2.657, -0.472], [-2.404, 1.020, 0.225], [1.948, 0.824, 0.009], [0.022, -0.498, -0.155], [1.477, -0.495, 0.005], [-1.134, -0.926, -0.507], [-1.683, 0.018, 0.357], [-2.286, -1.289, 0.288], [1.700, -1.031, 0.945], [1.900, -1.097, -0.820], [2.903, 0.818, 0.125]], "nbo_charge": [1.67, -0.58, -0.61, 0.47, -0.22, 0.02, 0.48, 0.51, 0.35, 0.38, 0.55], "s2": 6.022, "total_charge": 3, "fmax_ev_per_a": 6.6, "lumo_ev": [-16.889, -18.252], "relative_energy_kcal_mol": 150.4, "spin_multiplicity": 5, "e_homo_ev": [-23.65, -23.34]}

{"formula": "C5H6O2S", "method": "ωB97M-V/def2-TZVPD", "symbols": ["S", "O", "O", "C", "C", "C", "C", "C", "H", "H", "H", "H", "H", "H"], "xyz": [[2.093, 0.894, -0.488], [-0.888, 0.889, 0.042], [1.407, -1.064, -2.060], [-0.311, -0.384, -0.557], [-3.018, -0.186, 1.863], [0.979, -0.299, -1.166], [-1.865, -0.942, 1.783], [-0.754, -0.173, 0.968], [-2.955, 0.856, 1.488], [-1.107, -0.886, -1.172], [-1.565, -1.924, 2.203], [0.309, -0.226, 1.457], [-3.829, -0.460, 2.354], [1.326, 1.643, 0.265]], "nbo_charge": [0.02, -0.48, -0.53, -0.08, -0.34, 0.35, -0.23, 0.09, 0.21, 0.23, 0.24, 0.19, 0.19, 0.14], "fmax_ev_per_a": 6.2, "lumo_ev": 0.069, "relative_energy_kcal_mol": 75.4, "e_homo_ev": -9.97}

{"formula": "C15H31CoN3OP2S10Sb", "method": "ωB97M-V/def2-TZVPD", "symbols": ["Sb", "Co", "S", "S", "S", "S", "S", "S", "S", "S", "S", "S", "P", "P", "O", "N", "N", "N", "C", "C", "C", "C", "C", "C", "C", "C", "C", "C", "C", "C", "C", "C", "C", "H", "H", "H", "H", "H", "H", "H", "H", "H", "H", "H", "H", "H", "H", "H", "H", "H", "H", "H", "H", "H", "H", "H", "H", "H", "H", "H", "H", "H", "H", "H"], "xyz": [[-2.116, -4.689, 1.232], [0.505, 0.688, -0.300], [-0.780, -0.633, 0.947], [1.539, 6.167, 0.251], [3.724, 4.255, -0.477], [-0.596, 4.491, -0.692], [-1.447, 1.277, 0.607], [1.186, 2.339, -1.758], [-0.068, -4.529, 0.248], [-1.270, 7.075, 0.623], [2.339, -0.615, -0.778], [-3.635, -3.442, 0.096], [-0.684, -0.338, -1.842], [1.338, 2.012, 2.593], [1.548, 1.476, 1.197], [-2.992, -1.158, -3.053], [-1.040, -2.518, -3.472], [-1.273, -0.361, -4.576], [-2.474, -2.523, -3.183], [-0.253, -2.064, -2.318], [-0.762, -1.810, -4.660], [3.789, 0.373, -0.402], [2.009, 4.626, -0.436], [-0.521, 0.419, -3.540], [0.433, 3.554, 2.704], [-0.176, 5.980, 0.091], [1.015, 3.840, -0.895], [2.432, -1.821, 0.552], [4.095, 4.657, -2.202], [2.962, 2.360, 3.283], [0.537, 0.880, 3.730], [-2.526, -0.486, -1.832], [-2.773, -0.417, -4.232], [-3.106, 0.616, -4.131], [5.162, 4.493, -2.342], [-0.902, 1.440, -3.525], [3.861, 5.699, -2.410], [-1.280, -2.255, -5.511], [0.355, 3.854, 3.750], [3.484, 3.050, 2.619], [0.587, 1.290, 4.740], [-2.815, -1.087, -0.968], [4.679, -0.221, -0.607], [3.533, 3.998, -2.862], [-1.157, 0.086, -5.485], [-2.999, -3.020, -4.002], [3.366, -2.375, 0.468], [2.880, 2.805, 4.275], [0.309, -1.751, -4.856], [-3.253, -0.892, -5.089], [-2.662, -3.057, -2.251], [3.757, 1.257, -1.033], [1.589, -2.508, 0.458], [0.529, 0.457, -3.835], [3.536, 1.435, 3.351], [-0.441, -2.731, -1.467], [1.036, -0.088, 3.701], [3.753, 0.683, 0.639], [-2.977, 0.501, -1.750], [-0.563, 3.420, 2.285], [0.811, -2.130, -2.555], [-0.500, 0.743, 3.431], [0.962, 4.330, 2.153], [2.373, -1.300, 1.507]], "nbo_charge": [0.92, 0.45, -0.25, 0.46, 0.25, 0.47, -0.31, -0.28, -0.93, -0.05, 0.35, -0.90, 1.13, 1.99, -1.14, -0.44, -0.43, -0.39, -0.10, -0.64, -0.04, -0.75, -0.46, -0.61, -1.03, -0.58, -0.35, -0.75, -0.73, -1.01, -1.02, -0.60, -0.04, 0.22, 0.23, 0.26, 0.22, 0.21, 0.25, 0.26, 0.24, 0.31, 0.22, 0.23, 0.42, 0.20, 0.23, 0.25, 0.21, 0.21, 0.29, 0.26, 0.28, 0.24, 0.25, 0.32, 0.26, 0.24, 0.25, 0.28, 0.23, 0.28, 0.25, 0.22], "fmax_ev_per_a": 0.1, "lumo_ev": -0.647, "relative_energy_kcal_mol": 0.0, "e_homo_ev": -6.82}